1.
This record from the OMol25 dataset describes a 2-piece molecular cluster, C5H9NO2 overall. The level of theory is ωB97M-V/def2-TZVPD.

Element x y z (Å)
C -0.625 -1.107 -0.030
C -0.322 -0.948 -1.478
C 0.814 1.172 1.451
C 1.068 -0.018 0.559
N -1.740 -0.463 0.409
C 0.367 0.418 -1.390
O 2.054 -0.711 0.658
O -0.366 1.439 -1.341
H -0.317 -2.004 0.496
H -1.910 -0.489 1.407
H -1.854 0.456 -0.041
H -1.208 -0.877 -2.117
H 0.331 -1.738 -1.845
H 1.416 0.442 -1.715
H -0.127 1.662 1.201
H 1.604 1.908 1.280
H 0.818 0.861 2.497

Calculated values
Net charge: 0
E_tot in a.u.: -401.05602
Spin multiplicity: 1
Gap between HOMO and LUMO in eV: 7.623

2.
This record from the OMol25 dataset describes a 2-piece molecular cluster, C2H6N2O2 overall. The level of theory is ωB97M-V/def2-TZVPD.

Element x y z (Å)
C -1.919 -0.603 -2.485
N -0.603 -0.726 -2.626
O -2.435 -0.249 -1.432
H -2.538 -0.744 -3.383
H -0.222 -1.284 -3.370
H -0.080 -0.314 -1.868
C 1.673 0.808 3.050
N 0.920 0.768 1.862
O 2.482 -0.042 3.262
H 1.529 1.693 3.675
H -0.075 0.673 2.045
H 1.268 0.020 1.270

Calculated values
Net charge: +1
E_tot in a.u.: -339.42402
Spin multiplicity: 2
Gap between HOMO and LUMO (alpha / beta) in eV: 12.381 / 2.467

3.
This record from the OMol25 dataset describes a 2-piece molecular cluster, C5H16IN2O overall. The level of theory is ωB97M-V/def2-TZVPD.

Element x y z (Å)
N -0.055 2.283 0.583
C -1.211 3.057 0.441
N -2.522 2.190 0.326
I -4.209 2.886 1.358
H -0.028 1.760 1.451
H 0.103 1.631 -0.178
H -1.192 3.655 -0.469
H -1.372 3.703 1.301
H -2.794 2.077 -0.651
H -2.310 1.256 0.683
C 0.747 -2.459 -1.961
C 0.499 -1.079 -1.384
O -0.082 -1.083 -0.080
C 0.678 -1.750 0.929
C 2.053 -1.156 1.164
H -0.175 -3.038 -1.991
H 1.129 -2.363 -2.977
H 1.487 -3.016 -1.386
H -0.225 -0.548 -2.005
H 1.426 -0.494 -1.388
H 0.755 -2.815 0.697
H 0.070 -1.665 1.830
H 2.699 -1.251 0.291
H 2.539 -1.681 1.986
H 1.991 -0.098 1.429

Calculated values
Net charge: +1
E_tot in a.u.: -682.25593
Spin multiplicity: 1
Gap between HOMO and LUMO in eV: 7.280

4.
This record from the OMol25 dataset describes a single C6H11NO2 molecule. The level of theory is ωB97M-V/def2-TZVPD.

Element x y z (Å)
C 1.190 -0.208 -1.446
C 0.299 0.445 -0.650
C 0.066 1.920 -0.876
C -0.992 -0.351 0.020
C -0.880 -1.868 -0.051
C -0.869 0.172 1.423
O -1.699 0.843 2.011
N 0.520 0.352 1.725
O 1.701 -0.350 1.546
H 1.645 0.309 -2.284
H 1.258 -1.288 -1.499
H 0.922 2.492 -0.505
H -0.041 2.139 -1.942
H -0.835 2.291 -0.380
H -1.951 -0.021 -0.393
H -0.931 -2.197 -1.094
H 0.050 -2.249 0.378
H -1.691 -2.338 0.515
H 0.660 1.142 2.356
H 1.575 -1.235 1.144

Calculated values
Net charge: 0
E_tot in a.u.: -440.32258
Spin multiplicity: 1
SMILES string: C=C(C)[C@@H](C)C(=O)NO
Gap between HOMO and LUMO in eV: 9.433

5.
This record from the OMol25 dataset describes an isolated ion of composition C9H11IN3OS and charge +1. The level of theory is ωB97M-V/def2-TZVPD.

Element x y z (Å)
C -0.229 2.031 -2.394
S 0.545 0.498 -2.841
C -0.349 -0.722 -1.833
N -1.366 -0.229 -1.058
C -1.612 -0.566 0.156
N -0.789 -1.344 0.922
C 0.012 -1.154 1.934
C 0.352 0.147 2.519
C 0.005 1.473 2.217
C 0.542 2.304 3.269
C 1.165 1.435 4.113
O 1.099 0.210 3.597
C -0.073 -2.063 -2.006
N 0.763 -2.384 -3.163
I -1.062 -3.780 -1.152
H 0.458 2.904 -2.256
H -0.748 1.911 -1.404
H -1.003 2.301 -3.005
H -2.626 -0.242 0.520
H 0.438 -1.993 2.353
H -0.642 1.796 1.443
H 0.393 3.344 3.323
H 1.983 1.641 4.723
H 1.678 -2.323 -2.717
H 0.460 -1.723 -3.919
H 0.605 -3.474 -3.341

Calculated values
Net charge: +1
E_tot in a.u.: -1284.56534
Spin multiplicity: 1
SMILES string: CSC(/N=C\N=C/c1ccco1)=C(\[NH3+])I
Gap between HOMO and LUMO in eV: 8.494

6.
This record from the OMol25 dataset describes C30H33ClN5O2Pd as an isolated structure. The level of theory is ωB97M-V/def2-TZVPD.

Element x y z (Å)
Pd 0.010 0.044 0.225
C 2.099 2.377 -0.236
C 3.177 1.706 0.596
C 3.211 0.202 0.548
C 4.327 -0.467 1.018
C 4.364 -1.850 0.940
C 3.294 -2.542 0.396
C 2.190 -1.819 -0.027
N 2.168 -0.470 0.041
N 0.733 2.241 0.298
C 0.612 2.697 1.712
C 0.880 1.597 2.690
C 1.335 1.813 3.958
C 1.491 0.746 4.864
C 1.172 -0.550 4.397
C 0.733 -0.744 3.124
N 0.579 0.320 2.250
C -0.218 2.974 -0.553
C -1.629 2.633 -0.156
C -2.710 3.435 -0.473
C -3.971 3.045 -0.042
C -4.106 1.885 0.708
C -2.978 1.132 0.976
N -1.770 1.501 0.542
H 2.330 3.449 -0.294
H 2.099 1.983 -1.255
H 4.141 2.074 0.240
H 3.102 2.012 1.642
H 5.154 0.093 1.429
H 5.233 -2.393 1.282
H 3.338 -3.612 0.291
H 0.741 -1.959 -1.435
H 1.296 3.539 1.869
H -0.403 3.073 1.843
H 1.569 2.828 4.259
H 1.839 0.912 5.870
H 1.271 -1.409 5.045
H 0.485 -1.722 2.742
H -0.048 4.054 -0.447
H -0.041 2.716 -1.598
H -2.566 4.343 -1.040
H -4.837 3.644 -0.286
H -5.067 1.549 1.064
H -3.030 0.206 1.533
C -0.612 -3.902 -1.410
C 0.432 -3.705 -0.308
C -0.230 -3.742 1.065
C 1.460 -4.840 -0.417
N 1.005 -2.346 -0.537
H -1.027 -4.905 -1.335
H -0.155 -3.806 -2.397
H -1.427 -3.189 -1.318
H -0.805 -4.662 1.166
H -0.917 -2.900 1.185
H 0.518 -3.727 1.859
H 0.911 -5.776 -0.505
H 2.086 -4.927 0.470
H 2.084 -4.740 -1.305
Cl -2.367 2.874 -6.198
C -2.430 1.820 -4.828
C -3.660 1.455 -4.300
C -3.700 0.620 -3.197
C -2.524 0.163 -2.613
C -1.304 0.513 -3.177
C -1.246 1.341 -4.285
C -2.621 -0.682 -1.378
O -3.677 -1.154 -1.025
O -1.493 -0.934 -0.746
H -4.570 1.819 -4.754
H -4.645 0.321 -2.765
H -0.381 0.114 -2.758
H -0.302 1.610 -4.739

Calculated values
Net charge: +1
E_tot in a.u.: -2175.00126
Spin multiplicity: 5
Gap between HOMO and LUMO (alpha / beta) in eV: 4.924 / 5.571

7.
This record from the OMol25 dataset describes C38H35N4O5Sn as an isolated structure. The level of theory is ωB97M-V/def2-TZVPD.

Element x y z (Å)
Sn -1.829 1.246 -1.551
C 2.633 -1.038 2.719
C 2.585 0.131 1.752
C 3.702 1.125 1.953
O 2.619 -0.326 0.407
C 1.285 -0.614 0.056
C 0.458 0.438 0.824
O 1.333 0.814 1.868
C -1.010 0.054 1.280
O -1.835 0.273 0.150
C -1.482 0.998 2.406
C -2.643 1.746 2.234
C -3.106 2.611 3.217
C -2.418 2.742 4.412
C -1.267 1.992 4.610
C -0.806 1.132 3.624
C -1.133 -1.425 1.657
C -1.099 -1.895 2.964
C -1.157 -3.260 3.231
C -1.256 -4.177 2.200
C -1.317 -3.719 0.889
C -1.267 -2.361 0.628
C 1.147 -0.651 -1.495
O -0.047 -0.123 -1.892
C 2.046 0.366 -2.252
C 2.085 1.707 -1.844
C 2.864 2.620 -2.528
C 3.580 2.218 -3.649
C 3.516 0.897 -4.077
C 2.731 -0.022 -3.405
C 1.335 -2.074 -2.005
C 2.434 -2.816 -1.581
C 2.605 -4.116 -2.027
C 1.685 -4.685 -2.899
C 0.594 -3.945 -3.326
C 0.420 -2.640 -2.880
H 3.526 -1.634 2.531
H 1.753 -1.672 2.603
H 2.664 -0.674 3.746
H 4.666 0.617 1.949
H 3.576 1.631 2.910
H 3.688 1.859 1.147
H 1.012 -1.612 0.404
H 0.283 1.317 0.210
H -3.204 1.645 1.317
H -4.015 3.174 3.048
H -2.776 3.412 5.183
H -0.723 2.069 5.543
H 0.103 0.582 3.804
H -1.048 -1.210 3.796
H -1.132 -3.599 4.258
H -1.296 -5.237 2.412
H -1.405 -4.420 0.068
H -1.333 -2.018 -0.397
H 1.529 2.034 -0.979
H 2.907 3.649 -2.195
H 4.173 2.937 -4.199
H 4.076 0.581 -4.947
H 2.680 -1.043 -3.754
H 3.156 -2.374 -0.904
H 3.460 -4.689 -1.692
H 1.823 -5.700 -3.247
H -0.122 -4.379 -4.011
H -0.426 -2.058 -3.222
N -6.468 -0.370 -2.428
C -5.175 -0.185 -2.713
O -4.415 0.516 -2.060
C -4.670 -0.908 -3.928
C -5.483 -1.812 -4.626
N -6.170 -2.578 -5.152
C -3.328 -0.720 -4.295
N -2.218 -0.536 -4.557
H -7.068 -0.970 -2.970
H -6.840 0.074 -1.603
C 1.480 5.238 1.495
C 0.389 4.247 1.911
C -0.362 3.735 0.768
N -0.992 3.332 -0.103
H 1.935 5.668 2.384
H 1.070 6.046 0.892
H 2.260 4.738 0.921
H -0.334 4.700 2.592
H 0.806 3.375 2.420

Calculated values
Net charge: +1
E_tot in a.u.: -2278.27263
Spin multiplicity: 1
Gap between HOMO and LUMO (alpha / beta) in eV: 5.613 / 5.237

8.
This record from the OMol25 dataset describes a 2-piece molecular cluster, C4H14N2O overall. The level of theory is ωB97M-V/def2-TZVPD.

Element x y z (Å)
C 0.644 -1.637 -2.192
N 1.766 -1.199 -1.364
C 1.223 -0.514 -0.128
C 0.628 0.891 -0.274
C 0.179 1.415 1.108
N -0.470 0.896 -1.236
H -0.088 -0.773 -2.388
H 0.209 -2.454 -1.537
H 1.049 -1.908 -3.174
H 2.302 -0.385 -1.820
H 2.141 -0.416 0.493
H 0.487 -1.131 0.420
H 1.383 1.448 -0.722
H -0.714 2.052 1.107
H -0.131 0.590 1.758
H 0.975 1.944 1.542
H -0.706 1.858 -1.033
H -1.330 0.616 -0.813
O -3.474 -0.137 3.375
H -3.193 -0.880 2.770
H -2.882 -0.277 4.108

Calculated values
Net charge: 0
E_tot in a.u.: -345.48525
Spin multiplicity: 1
SMILES string: CNC[C@H](C)N.O
Gap between HOMO and LUMO in eV: 9.073

9.
This record from the OMol25 dataset describes a 2-piece molecular cluster, C6H11NO overall. The level of theory is ωB97M-V/def2-TZVPD.

Element x y z (Å)
C -1.849 -0.413 0.278
C -1.775 1.093 0.329
C -2.480 1.901 -0.444
O -2.254 3.258 -0.411
H -2.848 -0.815 0.438
H -1.445 -0.749 -0.673
H -1.200 -0.790 1.065
H -1.089 1.617 0.988
H -3.175 1.602 -1.222
H -2.928 3.778 -0.862
C 3.319 -1.988 0.650
C 2.076 -1.540 0.817
N 1.254 -1.167 -0.254
C 1.611 -0.194 -0.983
H 3.740 -2.135 -0.334
H 3.912 -2.303 1.497
H 1.530 -1.502 1.754
H 1.069 0.007 -1.900
H 2.531 0.341 -0.732

Calculated values
Net charge: 0
E_tot in a.u.: -365.11873
Spin multiplicity: 1
SMILES string: C/C=C/O.C=CN=C
Gap between HOMO and LUMO in eV: 9.418

10.
This record from the OMol25 dataset describes a single C14H21N7O3 molecule. The level of theory is ωB97M-V/def2-TZVPD.

Element x y z (Å)
N -2.746 -0.120 5.644
C -2.883 0.143 4.271
N -1.958 1.201 4.222
C -1.101 1.167 3.193
O -0.542 2.258 3.043
C -0.924 0.064 2.163
N -0.891 0.404 0.709
C -0.770 -0.737 -0.242
C 0.654 -1.352 -0.588
N 1.713 -0.540 -0.034
C 2.279 0.496 -0.756
C 2.368 1.768 -0.261
C 2.917 2.770 -0.981
C 3.758 2.545 -2.054
C 4.511 3.642 -2.763
O 4.454 4.860 -2.295
N 5.385 3.348 -3.826
O 6.399 4.127 -4.450
C 3.603 1.289 -2.653
C 2.878 0.271 -1.964
C -1.739 -1.904 0.237
N -1.867 -2.057 1.694
C -2.093 -0.822 2.345
N -2.498 -1.143 3.664
H -3.328 -0.801 5.948
H -1.812 -0.359 5.841
H -3.849 0.498 3.843
H -2.013 2.079 4.723
H -0.073 -0.517 2.579
H -0.524 1.257 0.307
H -1.040 -0.315 -1.172
H 0.865 -1.428 -1.676
H 0.788 -2.283 -0.031
H 1.599 -0.343 0.996
H 2.047 2.031 0.755
H 2.802 3.773 -0.479
H 5.445 2.350 -3.925
H 6.427 5.052 -3.970
H 4.071 1.031 -3.619
H 2.962 -0.787 -2.420
H -2.770 -1.813 -0.137
H -1.551 -2.852 -0.186
H -2.533 -2.775 2.039
H -2.933 -0.231 1.880
H -1.674 -1.430 4.194

Calculated values
Net charge: 0
E_tot in a.u.: -1154.92478
Spin multiplicity: 1
SMILES string: N[C@H]1NC(=O)[C@@H]2N[C@@H](CNc3ccc(C(=O)NO)cc3)CN[C@H]2N1
Gap between HOMO and LUMO in eV: 8.833

11.
This record from the OMol25 dataset describes an isolated ion of composition C20H24F2N3OSi and charge +1. The level of theory is ωB97M-V/def2-TZVPD.

Element x y z (Å)
C 0.748 -3.923 1.096
C 1.071 -3.399 0.063
C 1.633 -2.821 -1.219
N 2.283 -1.513 -0.970
C 3.150 -1.323 -0.005
O 3.633 -2.209 0.927
C 3.557 -1.677 2.155
N 3.431 -1.096 3.147
N 3.566 -0.036 0.034
C 2.873 0.587 -1.000
C 3.105 2.093 -1.188
C 1.914 2.953 -0.613
C 2.049 -0.307 -1.663
C 1.091 -0.022 -2.825
F 1.199 1.314 -3.134
F 1.460 -0.769 -3.917
C -0.429 -0.263 -2.470
C -0.609 -0.045 -0.936
Si -2.448 0.162 -0.397
C -3.518 -1.331 -0.854
C -3.193 1.722 -1.196
C -2.345 0.369 1.499
C -1.552 1.481 1.941
C -1.356 1.729 3.320
C -1.956 0.847 4.256
C -2.750 -0.234 3.815
C -2.963 -0.507 2.429
H 0.509 -4.485 1.995
H 0.838 -2.690 -1.972
H 2.406 -3.532 -1.569
H 4.227 0.406 0.665
H 3.976 2.349 -0.542
H 3.318 2.373 -2.235
H 1.842 2.739 0.479
H 2.140 4.033 -0.724
H 0.946 2.683 -1.075
H -1.092 0.373 -3.084
H -0.620 -1.315 -2.785
H -0.270 -0.948 -0.374
H -0.113 0.877 -0.561
H -3.031 -2.302 -0.636
H -4.420 -1.276 -0.197
H -3.919 -1.273 -1.890
H -2.735 2.603 -0.696
H -2.958 1.740 -2.286
H -4.299 1.727 -1.094
H -1.077 2.148 1.199
H -0.712 2.580 3.589
H -1.774 1.055 5.323
H -3.204 -0.901 4.564
H -3.558 -1.371 2.093

Calculated values
Net charge: +1
E_tot in a.u.: -1504.90084
Spin multiplicity: 1
SMILES string: C#CCn1c(OC#N)[nH+]c(CC)c1C(F)(F)CC[Si](C)(C)c1ccccc1
Gap between HOMO and LUMO in eV: 8.158